No. 1
Computed, not measured: an isolated ion of composition C3H5N2O2 and charge +1, with ωB97M-V/def2-TZVPD.

```
12
Properties=species:S:1:pos:R:3
O -3.365 0.219 0.269
C -2.244 0.030 -0.049
N -1.271 1.049 -0.121
C 0.000 0.605 -0.281
N 0.349 -0.443 0.671
C -0.387 -1.223 -0.321
O -1.696 -1.194 -0.185
H -1.340 1.958 -0.433
H 0.599 1.085 -0.922
H 1.322 -0.515 0.687
H -0.120 -0.293 1.739
H 0.055 -1.970 -0.956
```

The gap between HOMO and LUMO is 0.37677 hartree. The value obtained for the relative energy (zero: lowest compared OMol25 entry of this formula, charge and spin) is 62.5 kcal/mol. Its total energy is -376.93653 a.u. The maximum force is 0.1191 hartree/bohr. Its structure (SMILES) is O=C1N[C@H]2[NH2+][C@H]2O1. Its total charge is +1.

No. 2
Computed, not measured: an isolated ion of composition C3H5N2O2 and charge +1, with ωB97M-V/def2-TZVPD.

```
12
Properties=species:S:1:pos:R:3
C -0.960 1.378 -0.797
C 0.361 0.816 -0.414
C 1.057 0.498 0.700
N 1.521 -0.597 1.070
O 0.860 -1.725 1.189
N -0.399 -1.926 0.094
O -1.365 -2.355 0.470
H -1.727 0.838 -0.200
H -1.284 0.976 -1.827
H -1.155 2.464 -0.649
H 0.846 0.360 -1.357
H 2.246 -0.727 1.720
```

The gap between HOMO and LUMO is 0.33362 hartree. The value obtained for the relative energy (zero: lowest compared OMol25 entry of this formula, charge and spin) is 173.0 kcal/mol. Its total energy is -376.76041 a.u. The maximum force is 0.0896 hartree/bohr. Its structure (SMILES) is CC=C=[NH+]ON=O. Its total charge is +1.

No. 3
Computed, not measured: a 2-piece molecular cluster, C3H5N2O3 overall, with ωB97M-V/def2-TZVPD.

```
13
Properties=species:S:1:pos:R:3
C -1.844 -0.633 0.063
C 3.121 -1.213 -0.693
C -0.182 -0.377 0.158
N -0.776 1.967 0.412
N 0.126 0.911 0.498
O -2.367 -0.855 1.110
O -2.344 -0.269 -1.005
O 0.743 -1.171 0.136
H 2.408 -1.335 -1.503
H 2.908 -2.148 -0.179
H -1.260 2.261 -0.503
H -1.600 1.699 0.983
H 1.067 1.163 0.523
```

The gap between HOMO and LUMO is 0.27150 hartree. The value obtained for the relative energy (zero: lowest compared OMol25 entry of this formula, charge and spin) is 151.0 kcal/mol. Its total energy is -452.42670 a.u. The maximum force is 0.0713 hartree/bohr. Its total charge is -1.

No. 4
Computed, not measured: a 2-piece molecular cluster, C3H5N2O4 overall, with ωB97M-V/def2-TZVPD.

```
14
Properties=species:S:1:pos:R:3
C -0.283 1.285 0.953
C 0.055 1.519 2.435
C -0.252 -0.219 -1.524
N -0.580 -1.477 -1.826
N 0.348 -2.455 -1.941
O 1.549 -2.347 -2.087
O -0.820 2.131 0.266
O -0.150 -3.594 -2.108
O 0.000 0.070 0.636
H -0.181 2.537 2.586
H 1.096 1.171 2.659
H -0.524 0.982 3.127
H 0.783 -0.061 -1.515
H -1.041 0.458 -1.661
```

The gap between HOMO and LUMO is 0.31730 hartree. The value obtained for the relative energy (zero: lowest compared OMol25 entry of this formula, charge and spin) is 98.2 kcal/mol. Its total energy is -527.70562 a.u. The maximum force is 0.0858 hartree/bohr. Its total charge is -1.

No. 5
Computed, not measured: an isolated ion of composition C3H5N2O4 and charge +1, with ωB97M-V/def2-TZVPD.

```
14
Properties=species:S:1:pos:R:3
C -1.720 1.265 0.211
C -1.147 -0.170 0.146
O -1.680 -1.212 0.260
C 0.363 -0.265 -0.033
N 0.770 -1.446 -0.133
O 2.025 -1.825 -0.259
N 1.402 0.888 0.053
O 1.640 1.317 -1.036
O 1.738 1.305 1.108
H -1.043 1.980 -0.115
H -2.235 1.731 1.112
H -2.406 1.181 -0.572
H 0.013 -2.090 -0.090
H 2.278 -2.660 -0.651
```

The gap between HOMO and LUMO is 0.35589 hartree. The value obtained for the relative energy (zero: lowest compared OMol25 entry of this formula, charge and spin) is 23.5 kcal/mol. Its total energy is -527.27736 a.u. The maximum force is 0.0763 hartree/bohr. Its structure (SMILES) is CC(=O)/C(=[NH+]/O)[N+](=O)[O-]. Its total charge is +1.

No. 6
Computed, not measured: a single C3H5N2OP molecule, with ωB97M-V/def2-TZVPD.

```
12
Properties=species:S:1:pos:R:3
C 1.419 -0.128 0.874
N 0.188 -0.176 0.111
C 0.059 -0.937 -1.022
P -1.418 -0.591 -1.899
N -1.804 0.572 -0.684
C -0.926 0.755 0.272
O -0.978 1.411 1.273
H 2.065 0.810 0.645
H 1.206 -0.063 1.964
H 1.934 -1.072 0.484
H 0.936 -1.483 -1.385
H -2.681 0.902 -0.635
```

The gap between HOMO and LUMO is 0.31604 hartree. The value obtained for the relative energy (zero: lowest compared OMol25 entry of this formula, charge and spin) is 13.6 kcal/mol. Its total energy is -643.41825 a.u. The maximum force is 0.0797 hartree/bohr. Its structure (SMILES) is Cn1cp[nH]c1=O.